(1)
Formula: C17H27MnN9OP
Source: the OMol25 dataset
Level of theory: ωB97M-V/def2-TZVPD

Positions of all 56 atoms, in Å:
Mn (0.648, -0.500, -0.157)
N (2.175, 0.177, -3.112)
C (1.868, -1.121, -2.921)
N (2.276, -1.982, -3.806)
C (1.958, -3.277, -3.635)
N (2.359, -4.158, -4.504)
N (1.200, -3.726, -2.572)
C (0.862, -2.842, -1.715)
N (1.163, -1.487, -1.773)
C (0.106, -3.245, -0.511)
C (-0.287, -4.540, -0.267)
C (-0.926, -4.830, 0.937)
C (-1.126, -3.812, 1.862)
C (-0.716, -2.532, 1.551)
N (-0.121, -2.242, 0.375)
H (2.594, 0.376, -4.014)
H (1.577, 0.901, -2.750)
H (2.909, -3.873, -5.306)
H (2.117, -5.135, -4.399)
H (-0.079, -5.302, -1.005)
H (-1.246, -5.841, 1.156)
H (-1.594, -4.006, 2.818)
H (-0.842, -1.721, 2.254)
C (3.997, -0.166, -0.043)
C (3.159, 1.022, -0.288)
C (3.790, 2.323, -0.546)
O (1.888, 0.955, -0.265)
H (4.806, 0.079, 0.652)
H (4.495, -0.423, -0.986)
H (3.440, -1.029, 0.325)
H (4.644, 2.202, -1.219)
H (4.227, 2.674, 0.400)
H (3.092, 3.066, -0.920)
C (-2.504, 3.875, 0.880)
N (-1.702, 3.420, 2.125)
C (-2.676, 2.686, 3.080)
N (-3.307, 1.615, 2.390)
C (-4.053, 2.094, 1.224)
N (-3.143, 2.752, 0.284)
C (-2.256, 1.838, -0.403)
P (-1.155, 1.020, 0.874)
C (-0.542, 2.544, 1.743)
C (-2.449, 0.481, 2.111)
H (-1.807, 4.365, 0.202)
H (-3.238, 4.596, 1.239)
H (-1.339, 4.252, 2.603)
H (-3.407, 3.429, 3.398)
H (-2.098, 2.347, 3.940)
H (-4.809, 2.807, 1.552)
H (-4.558, 1.263, 0.736)
H (-1.649, 2.370, -1.137)
H (-2.835, 1.076, -0.926)
H (0.123, 3.112, 1.092)
H (0.003, 2.278, 2.649)
H (-1.974, 0.135, 3.030)
H (-3.036, -0.338, 1.692)

HOMO-LUMO gap (spin up / spin down) (eV): 5.5 / 7.1
Multiplicity: 5
Electronic energy (eV): -74096.41230
Lowest unoccupied orbital energy (spin up / spin down) (eV): -15.23 / -13.64
HOMO level (spin up / spin down) (eV): -20.71 / -20.76
Net charge: +4
Energy above the lowest of the compared OMol25 structures with the same formula, charge and spin (kJ/mol): 0.0

Atomic partial charges in e from the Mulliken method, atoms 1 to 4: Mn -0.01; N -0.28; C 0.48; N -0.54

(2)
Formula: C3H5NO2
Source: the OMol25 dataset
Level of theory: ωB97M-V/def2-TZVPD

Positions of all 11 atoms, in Å:
H (2.171, 1.556, 0.366)
N (1.365, 1.029, 0.040)
C (1.485, -0.182, 0.367)
O (0.601, -1.157, 0.053)
C (-0.652, -0.919, -0.510)
C (-1.421, 0.287, -0.056)
O (-1.060, -1.733, -1.284)
H (2.314, -0.636, 0.913)
H (-1.227, 0.531, 0.990)
H (-1.096, 1.137, -0.656)
H (-2.480, 0.088, -0.223)

HOMO-LUMO gap (eV): 11.5
Electronic energy (eV): -8776.83050
Lowest unoccupied orbital energy (eV): 0.82
HOMO level (eV): -10.67
Energy above the lowest of the compared OMol25 structures with the same formula, charge and spin (kJ/mol): 83.4

Atomic partial charges in e from the Mulliken method, atoms 1 to 4: H 0.24; N -0.56; C 0.11; O -0.31